{"formula": "C18H48O18", "method": "the ωB97M-V functional and the def2-TZVPD basis", "de_lowest_kj_mol": 0.00, "molar_mass_g_mol": 552.56, "smiles": "COC(=O)OC.COC(=O)OC.COC(=O)OC.COC(=O)OC.CO.CO.CO.CO.CO.CO", "lumo_ev": 0.288, "homo_lumo_gap_ev": 9.99, "multiplicity": 1, "symbols": ["C", "O", "H", "H", "H", "H", "C", "O", "H", "H", "H", "H", "C", "O", "H", "H", "H", "H", "C", "O", "H", "H", "H", "H", "C", "O", "H", "H", "H", "H", "C", "O", "H", "H", "H", "H", "C", "O", "C", "O", "O", "C", "H", "H", "H", "H", "H", "H", "C", "O", "C", "O", "O", "C", "H", "H", "H", "H", "H", "H", "C", "O", "C", "O", "O", "C", "H", "H", "H", "H", "H", "H", "C", "O", "C", "O", "O", "C", "H", "H", "H", "H", "H", "H"], "positions_angstrom": [[-5.07332, -1.93424, -0.29201], [-3.85927, -2.58074, 0.13608], [-5.14400, -0.97680, 0.23775], [-4.86585, -1.69857, -1.33684], [-5.95756, -2.55317, -0.16075], [-4.01195, -2.94885, 1.01903], [-1.52325, -3.98806, -2.39582], [-2.11949, -2.71180, -2.48280], [-1.05798, -4.26022, -1.43769], [-2.30349, -4.72456, -2.59377], [-0.78227, -4.03753, -3.18834], [-2.41617, -2.44765, -1.60283], [4.69482, 1.09760, 1.49421], [4.76190, 0.15232, 0.45430], [3.67402, 1.49103, 1.67723], [5.08029, 0.70886, 2.46266], [5.33998, 1.91168, 1.14552], [4.61528, -0.70117, 0.86996], [2.53156, -1.62612, 3.13193], [3.83359, -1.91818, 2.58773], [2.46317, -1.80720, 4.19942], [2.40029, -0.53828, 2.89036], [1.77157, -2.14707, 2.54785], [4.42063, -2.49639, 3.08656], [2.90541, 3.71170, 3.80335], [2.69122, 2.38153, 4.25806], [3.97526, 3.83950, 3.95506], [2.79997, 3.91681, 2.76583], [2.38988, 4.46679, 4.38849], [2.00245, 1.97855, 3.71201], [-0.52700, 0.52072, -3.19121], [0.02925, -0.79517, -3.06980], [0.29181, 1.22136, -3.31242], [-1.25816, 0.56130, -3.97434], [-1.10116, 0.65373, -2.27978], [-0.71499, -1.42192, -2.90553], [1.11475, -6.02517, 1.35139], [1.50560, -4.68531, 0.86690], [1.65378, -4.65585, -0.48511], [1.38051, -5.54056, -1.23517], [2.10727, -3.41957, -0.71139], [2.34653, -3.16087, -2.17064], [1.91285, -6.72529, 1.16935], [0.20173, -6.33968, 0.86489], [1.01891, -5.98401, 2.45933], [1.39523, -3.13009, -2.67055], [2.99316, -3.93640, -2.58810], [2.82479, -2.17993, -2.20935], [-5.46034, 2.48817, -2.70068], [-5.41157, 3.06587, -1.36546], [-4.53833, 2.41588, -0.59519], [-3.91883, 1.40824, -0.87022], [-4.50798, 3.17789, 0.48984], [-3.58247, 2.64513, 1.47151], [-5.70684, 1.43181, -2.66279], [-4.49822, 2.62990, -3.21368], [-6.28211, 3.04043, -3.16582], [-3.59634, 3.37604, 2.29077], [-2.54409, 2.57236, 1.12078], [-3.92689, 1.67836, 1.80864], [1.57244, 0.41483, -0.50293], [0.33528, 0.09024, 0.17851], [0.07784, 0.69669, 1.31736], [0.70371, 1.56673, 1.84150], [-1.12474, 0.29462, 1.80534], [-1.97340, -0.73321, 1.12145], [1.33219, 0.59485, -1.55459], [2.11120, -0.54093, -0.40333], [2.12748, 1.21258, -0.02513], [-1.38781, -1.62893, 0.97073], [-2.39058, -0.31445, 0.22471], [-2.74677, -0.87981, 1.88771], [3.59561, 3.67569, -0.70781], [2.25219, 4.03028, -0.13705], [1.21045, 3.70872, -0.92730], [1.25489, 3.14233, -1.99191], [0.15517, 4.06648, -0.25238], [-1.10261, 3.91560, -0.98882], [4.27266, 3.95731, 0.12699], [3.65240, 4.17765, -1.66388], [3.68517, 2.60021, -0.77571], [-1.22305, 2.84843, -1.16758], [-1.02563, 4.36105, -1.97340], [-1.80159, 4.29586, -0.25121]], "forces_ev_per_a": [[1.2, 0.6, 0.0], [-0.5, -0.5, 0.3], [-0.4, -0.1, 0.0], [-0.5, -0.1, 0.0], [0.0, 0.0, -0.1], [0.2, 0.1, -0.3], [-0.3, -0.7, -0.3], [0.2, 0.9, 0.5], [-0.1, 0.5, -0.2], [0.1, -0.3, 0.0], [0.1, -0.2, 0.0], [-0.2, -0.1, 0.0], [0.3, 0.6, 0.5], [-0.2, -0.4, 0.0], [0.3, -0.2, -0.1], [-0.2, 0.2, -0.6], [-0.2, 0.1, 0.4], [-0.2, -0.4, 0.0], [0.7, 1.1, -1.1], [0.2, 0.1, -0.4], [-0.1, 0.0, 0.0], [-0.1, -0.8, 0.6], [0.0, -0.4, 0.3], [-0.7, 0.0, 0.3], [1.5, -0.3, 1.1], [-0.7, 0.0, -0.6], [0.2, 0.5, 0.3], [-0.8, -0.3, -1.1], [-0.3, 0.0, 0.1], [-0.1, 0.1, 0.1], [-0.1, -1.4, 0.9], [-0.3, -0.5, -0.3], [-0.2, 0.2, 0.0], [-0.2, 0.2, -0.9], [0.0, 0.9, 0.4], [0.5, 0.5, -0.1], [0.4, 1.1, 0.7], [-0.4, -1.8, 0.2], [0.0, 1.4, 2.1], [0.1, -0.3, -0.7], [0.3, -0.3, -2.4], [0.2, 0.1, 1.4], [0.2, -0.3, -0.4], [-0.1, -0.1, 0.0], [-0.2, 0.4, -0.9], [-0.3, 0.0, -0.2], [-0.1, 0.1, 0.2], [-0.1, -0.2, 0.1], [-0.5, 0.7, 0.1], [0.3, -1.3, -1.6], [-0.5, 0.8, -0.4], [-0.4, 0.8, 0.5], [1.6, -1.2, 1.1], [0.2, 1.0, 0.7], [0.1, -0.1, 0.1], [-0.4, 0.0, 0.1], [0.4, -0.2, -0.2], [-0.1, -0.4, -0.2], [-0.5, -0.1, -0.2], [0.0, -0.2, 0.1], [0.1, -1.6, -0.1], [0.1, 0.3, -0.4], [-2.1, -0.5, -0.6], [0.8, 0.4, 0.7], [0.0, -0.4, -0.2], [1.0, 1.2, 1.6], [0.1, 0.1, 0.5], [0.3, 0.6, -0.3], [-0.2, 0.1, 0.1], [0.0, -0.2, -0.2], [-0.1, 0.1, -0.4], [0.2, -0.1, -0.5], [-1.4, 0.3, 1.9], [1.3, -0.6, -1.1], [1.5, -0.4, 0.8], [0.0, 0.4, -0.1], [-1.8, 0.5, -0.5], [1.2, -0.9, 0.9], [-0.2, 0.4, -1.1], [0.6, 0.1, 0.0], [-0.2, -0.2, -0.4], [-0.4, -0.1, 0.1], [-0.3, 0.6, 0.1], [-0.4, 0.2, -0.7]], "mulliken_charge": [-0.50, -0.48, 0.18, 0.19, 0.36, 0.27, -0.56, -0.58, 0.10, 0.35, 0.32, 0.26, -0.47, -0.52, 0.07, 0.30, 0.30, 0.27, -0.19, -0.43, 0.43, -0.05, 0.10, 0.22, -0.49, -0.52, 0.31, 0.07, 0.30, 0.32, -0.40, -0.49, 0.18, 0.47, -0.02, 0.39, -0.74, -0.22, 0.63, -0.55, -0.07, -0.61, 0.32, 0.29, 0.20, 0.13, 0.41, 0.20, -0.62, -0.37, 0.79, -0.41, -0.35, -0.29, 0.27, 0.28, 0.22, 0.23, -0.03, 0.27, 0.58, 0.38, 0.35, -0.44, -0.54, -0.37, -0.10, -0.12, -0.52, 0.49, 0.02, 0.23, -0.68, -0.34, 0.96, -0.61, -0.36, -0.48, 0.19, 0.38, 0.27, 0.03, 0.42, 0.22]}


{"formula": "C18H48O22P4", "method": "the ωB97M-V functional and the def2-TZVPD basis", "de_lowest_kj_mol": 375.49, "molar_mass_g_mol": 740.46, "smiles": "COP(=O)(OC)OC.COP(=O)(OC)OC.COP(=O)(OC)OC.COP(=O)(OC)OC.COC(=O)OC.COC(=O)OC", "lumo_ev": 0.453, "homo_lumo_gap_ev": 10.83, "multiplicity": 1, "symbols": ["C", "O", "P", "O", "O", "C", "O", "C", "H", "H", "H", "H", "H", "H", "H", "H", "H", "C", "O", "P", "O", "O", "C", "O", "C", "H", "H", "H", "H", "H", "H", "H", "H", "H", "C", "O", "P", "O", "O", "C", "O", "C", "H", "H", "H", "H", "H", "H", "H", "H", "H", "C", "O", "P", "O", "O", "C", "O", "C", "H", "H", "H", "H", "H", "H", "H", "H", "H", "C", "O", "C", "O", "O", "C", "H", "H", "H", "H", "H", "H", "C", "O", "C", "O", "O", "C", "H", "H", "H", "H", "H", "H"], "positions_angstrom": [[-6.29029, 15.20646, -9.50000], [-7.42797, 15.00639, -10.33157], [-8.43283, 16.32803, -10.63510], [-9.35566, 15.99490, -11.75616], [-9.10372, 16.70405, -9.23926], [-10.22240, 17.63179, -9.15854], [-7.46422, 17.64866, -10.98782], [-7.97470, 18.62260, -11.94134], [-6.27488, 16.14754, -8.95026], [-5.40069, 15.04085, -10.10770], [-6.30148, 14.42984, -8.73525], [-9.80953, 18.38877, -8.49174], [-11.07143, 17.15546, -8.66827], [-10.29463, 17.98112, -10.18852], [-8.79364, 19.21925, -11.53954], [-8.18097, 18.17521, -12.91365], [-7.21470, 19.38383, -12.11747], [-10.06624, 18.24203, -2.72477], [-9.50595, 18.95557, -3.86354], [-10.12392, 20.29275, -4.73749], [-9.23952, 20.61516, -5.93529], [-10.24802, 21.47189, -3.67505], [-9.30357, 21.92459, -2.83176], [-11.70801, 19.84090, -4.87266], [-12.00614, 18.96284, -5.91757], [-10.82752, 18.88172, -2.27830], [-9.30633, 17.94817, -2.00068], [-10.39577, 17.31280, -3.18956], [-9.31307, 21.59757, -1.79201], [-9.50513, 22.99219, -2.91957], [-8.30299, 21.70837, -3.20615], [-13.09338, 19.01809, -5.86309], [-11.63555, 17.98991, -5.59483], [-11.74667, 19.28689, -6.92542], [-15.31572, 7.91461, -6.04311], [-14.47558, 8.76716, -6.61959], [-12.94712, 8.93705, -6.01250], [-12.94635, 9.20190, -4.54187], [-12.31817, 10.09417, -6.94537], [-13.00764, 11.35320, -7.02448], [-12.16837, 7.56236, -6.38855], [-10.76613, 7.48369, -6.26811], [-14.79612, 7.06407, -5.60186], [-15.92170, 7.55522, -6.87481], [-15.86343, 8.41037, -5.24164], [-12.72924, 12.18467, -6.37699], [-14.08146, 11.16611, -7.02163], [-12.90038, 11.63412, -8.07218], [-10.63722, 6.70630, -5.51500], [-10.41873, 8.38174, -5.75730], [-10.36835, 7.20824, -7.24483], [-2.53792, 12.45748, -4.41470], [-3.65763, 12.99505, -5.14716], [-3.44835, 14.40336, -5.89127], [-2.02064, 14.95160, -6.04374], [-4.06241, 14.12303, -7.40733], [-3.96166, 13.04883, -8.19656], [-4.62631, 15.42124, -5.21547], [-4.54618, 15.70345, -3.74851], [-2.32722, 11.39197, -4.50624], [-2.86588, 12.50614, -3.37635], [-1.57174, 12.96199, -4.42283], [-3.13828, 12.52069, -7.71572], [-3.76440, 13.19034, -9.25918], [-4.79946, 12.35167, -8.20959], [-5.48321, 16.06057, -3.32126], [-3.83942, 16.50008, -3.51619], [-4.25131, 14.76679, -3.27540], [-2.83133, 23.58453, -5.28508], [-4.04719, 22.90433, -5.17044], [-4.34265, 22.02036, -4.11652], [-3.75217, 21.86004, -3.06286], [-5.58071, 21.33263, -4.46661], [-6.50900, 21.69278, -5.54967], [-2.77792, 24.19882, -6.18389], [-2.04960, 22.83223, -5.39016], [-2.75596, 24.36059, -4.52340], [-7.15274, 22.53082, -5.28245], [-7.03003, 20.79943, -5.89395], [-5.89520, 22.08528, -6.36041], [-9.93132, 14.03355, -7.31090], [-8.80296, 14.85883, -6.90367], [-8.81856, 15.91292, -6.12837], [-9.78064, 16.29971, -5.48476], [-7.50972, 16.44782, -6.00111], [-7.17308, 17.37853, -5.05037], [-9.42653, 13.07256, -7.40984], [-10.30295, 14.53701, -8.20339], [-10.78883, 13.99052, -6.63938], [-6.08411, 17.38245, -5.09770], [-7.38717, 17.15973, -4.00423], [-7.53626, 18.36667, -5.33280]], "forces_ev_per_a": [[0.5, -0.7, 0.7], [-2.2, 3.4, -0.4], [0.9, -1.0, -1.8], [0.8, 0.6, 1.5], [0.6, -1.3, 0.0], [1.9, 0.1, -0.1], [-1.1, -1.3, 0.3], [0.5, 0.2, 0.0], [0.0, 0.1, -0.3], [0.1, 0.4, 0.0], [-0.1, 0.0, 0.0], [-0.5, 0.4, -0.1], [-0.1, -0.1, -0.6], [-1.2, 0.4, 0.4], [-0.4, -0.5, 0.0], [-0.4, -0.2, 0.3], [0.5, -0.4, 0.3], [-0.2, 0.5, -1.5], [0.2, 2.5, -1.3], [1.3, -2.4, 1.0], [-2.7, -1.1, 2.6], [-3.3, -2.8, -2.3], [2.5, 2.0, 0.7], [3.3, 2.8, 0.6], [-1.6, -0.8, 0.1], [-0.2, -0.5, 0.2], [0.3, 0.6, -0.1], [-0.7, 0.0, 0.4], [-0.7, -0.3, -0.1], [0.8, 0.3, 0.9], [0.2, 0.1, 0.0], [-0.1, -0.7, -0.4], [0.0, -0.3, -0.8], [0.6, 0.0, 0.2], [-2.1, -2.5, 1.3], [5.5, 3.0, -1.4], [-0.8, -0.1, 1.3], [0.1, -0.2, -1.9], [-0.2, -0.9, 1.0], [-1.1, -0.2, -1.8], [-2.5, 1.9, -0.8], [-0.1, -0.4, 1.3], [-0.1, -0.3, 0.1], [-0.6, -0.2, 0.5], [-0.4, -0.2, -0.1], [0.4, -0.7, 0.4], [-0.1, 0.1, 0.8], [0.5, 0.4, 0.1], [0.6, -0.3, -0.3], [0.6, 0.2, -0.7], [0.4, 0.4, 0.3], [0.0, -0.4, 2.3], [1.3, 0.5, -0.6], [0.9, 2.1, -2.2], [-3.8, -1.5, 1.2], [-1.4, 4.5, 3.4], [1.5, -3.6, -0.2], [1.8, -1.3, -0.1], [0.7, -0.6, -0.8], [-0.6, 0.0, -1.1], [0.1, 0.2, 0.2], [-0.4, 0.5, -0.8], [0.3, -1.0, -1.0], [0.3, 0.9, 0.2], [-0.6, 0.2, 0.5], [-0.3, -0.4, -0.7], [0.3, -0.2, -0.4], [0.0, 0.2, 0.3], [0.8, 0.4, 0.2], [-1.9, -1.7, 1.0], [-1.5, 0.4, -0.9], [-1.4, 0.2, -2.9], [2.1, 0.9, 1.4], [2.1, 0.8, -0.4], [-0.7, -0.5, -0.5], [0.4, 0.4, 0.6], [0.6, -0.6, 0.6], [-0.2, -0.4, 0.4], [0.1, 0.2, 0.6], [-0.1, -0.2, -0.2], [0.4, 1.3, 0.2], [1.1, -0.1, -0.2], [0.4, 1.1, 2.3], [0.9, 0.0, -0.8], [-2.9, -3.3, -2.1], [1.0, 1.6, 0.6], [-0.6, 0.0, -0.5], [0.2, -0.7, -0.4], [0.5, 0.1, 0.6], [0.0, 0.3, -0.1], [-0.7, -0.3, -0.1], [-0.1, 0.0, 0.3]], "mulliken_charge": [-0.41, -0.41, 0.64, -0.75, 0.22, -0.74, -0.26, -0.70, 0.27, 0.28, 0.12, 0.24, 0.23, 0.39, 0.28, 0.31, 0.28, -0.78, 0.26, 0.95, -0.64, -0.37, -0.53, -0.41, -0.60, 0.33, 0.24, 0.21, 0.24, 0.27, 0.15, 0.31, 0.25, 0.25, -0.68, -0.29, 0.97, -0.66, -0.24, -0.64, -0.31, -0.67, 0.31, 0.25, 0.26, 0.24, 0.33, 0.28, 0.27, 0.36, 0.22, -0.85, -0.24, 0.66, -0.73, -0.15, -0.78, 0.05, -0.60, 0.30, 0.31, 0.38, 0.35, 0.33, 0.33, 0.18, 0.31, 0.31, -0.64, -0.29, 0.59, -0.52, -0.28, -0.42, 0.25, 0.29, 0.27, 0.31, 0.03, 0.38, -0.79, -0.10, 0.71, -0.73, -0.16, -0.60, 0.23, 0.31, 0.28, 0.33, 0.23, 0.01]}